[1]
Computed, not measured: C33H34Br4N6O4Sn as an isolated structure at a distorted geometry, with ωB97M-V/def2-TZVPD.

```
82
Properties=species:S:1:pos:R:3
Sn -0.60 0.00 -0.22
N 4.30 -0.39 1.92
C 3.52 0.05 0.91
N 2.79 1.14 0.90
C 2.60 1.77 2.07
N 1.68 2.74 2.27
N 0.88 2.88 1.25
C -0.01 3.80 1.16
C -0.91 3.95 -0.04
C -0.86 5.15 -0.77
C -1.65 5.26 -1.90
C -2.54 4.23 -2.21
C -2.67 3.17 -1.31
N -1.87 3.00 -0.27
C 3.39 1.37 3.24
C 3.15 1.97 4.48
C 3.85 1.55 5.60
C 4.83 0.57 5.47
C 5.07 -0.06 4.26
C 4.27 0.29 3.17
H 4.86 -1.22 1.87
H 3.58 -0.44 -0.04
H -0.23 4.49 1.95
H -0.20 5.91 -0.46
H -1.64 6.15 -2.53
H -3.17 4.25 -3.12
H -3.39 2.38 -1.43
H 2.34 2.69 4.59
H 3.67 2.05 6.56
H 5.54 0.36 6.33
H 5.85 -0.83 4.20
Br 3.70 -4.89 3.01
C 2.38 -3.56 2.74
C 1.91 -2.78 3.82
Br 2.51 -3.11 5.59
C 1.08 -1.75 3.55
Br 0.05 -0.90 4.90
C 0.74 -1.37 2.22
O 0.24 -0.18 1.97
C 0.96 -2.25 1.17
O 0.45 -2.05 0.00
C 1.78 -3.37 1.52
Br 1.73 -4.81 0.25
C -3.29 1.52 2.15
O -3.25 0.58 1.07
C -4.14 -0.50 1.22
C -4.38 -1.09 -0.15
O -3.23 -1.82 -0.61
C -3.61 -3.23 -0.78
H -4.34 1.84 2.33
H -2.64 2.34 1.91
H -2.91 1.04 3.07
H -5.17 -0.20 1.51
H -3.76 -1.26 1.93
H -4.63 -0.23 -0.84
H -5.27 -1.71 -0.15
H -4.43 -3.31 -1.54
H -4.03 -3.62 0.18
H -2.73 -3.81 -1.11
C -1.41 -2.38 -5.33
N -1.74 -1.95 -3.90
C -2.31 -0.55 -3.86
C -0.58 -2.20 -2.96
C 0.52 -1.16 -3.18
C 1.38 -1.22 -4.29
C 2.33 -0.20 -4.49
C 2.58 0.71 -3.48
C 1.72 0.75 -2.37
C 0.72 -0.20 -2.18
H -2.30 -2.32 -5.95
H -1.10 -3.45 -5.25
H -0.59 -1.76 -5.70
H -2.51 -2.59 -3.61
H -1.55 0.14 -4.29
H -2.52 -0.24 -2.82
H -3.20 -0.45 -4.53
H -0.14 -3.19 -3.15
H -0.99 -2.16 -1.95
H 1.30 -2.06 -4.98
H 2.93 -0.15 -5.40
H 3.36 1.42 -3.52
H 1.92 1.52 -1.65
```

Calculated values
- net charge = 0
- DFT total energy (eV) = -337899.334
- HOMO energy (eV) = -5.93
- gap between HOMO and LUMO (eV) = 5.47

[2]
Computed, not measured: one molecule with the formula C4H9NO, with ωB97M-V/def2-TZVPD.

```
15
Properties=species:S:1:pos:R:3
C 0.83 -1.97 -1.07
C 1.05 -0.66 -0.33
N -0.19 0.06 -0.10
C -0.31 0.90 0.97
C -1.45 1.90 0.88
O 0.44 0.86 1.93
H 1.80 -2.44 -1.28
H 0.33 -1.82 -2.03
H 0.23 -2.67 -0.47
H 1.50 -0.82 0.65
H 1.74 -0.02 -0.90
H -0.78 0.23 -0.90
H -1.75 2.10 -0.15
H -1.12 2.83 1.35
H -2.32 1.53 1.43
```

Calculated values
- net charge = 0
- SMILES string = CCNC(C)=O
- DFT total energy (eV) = -7832.071
- HOMO energy (eV) = -9.56
- gap between HOMO and LUMO (eV) = 10.47